No. 1
{
  "formula": "C4H11N2S",
  "method": "ωB97M-V/def2-TZVPD",
  "species": ["C", "C", "C", "C", "N", "N", "S", "H", "H", "H", "H", "H", "H", "H", "H", "H", "H", "H"],
  "positions_angstrom": [[0.2668, 0.0765, -0.2625], [0.1973, -0.6541, -2.2982], [2.1569, -1.4598, -0.8987], [1.2031, -0.3570, -1.2480], [-2.2802, 1.2563, 2.1866], [-0.4226, 0.4589, 0.5757], [-1.5110, 1.1738, 3.8644], [-0.4737, -1.4750, -2.0919], [-0.3481, 0.2437, -2.4583], [0.7846, -0.8202, -3.2806], [1.9785, -1.9232, 0.1034], [3.2157, -1.1620, -0.7753], [2.2557, -2.1676, -1.6994], [1.7148, 0.5932, -1.4774], [-2.5275, 2.2968, 2.1214], [-1.2829, 0.7467, 1.1503], [-3.2111, 0.7067, 2.2818], [-1.7162, 2.4663, 4.2066]],
  "mulliken_charge": [-0.04, -1.50, -1.27, 0.86, -0.93, 0.03, -0.01, 0.38, 0.48, 0.36, 0.35, 0.34, 0.35, 0.25, 0.35, 0.50, 0.35, 0.17],
  "molar_mass_g_mol": 119.213,
  "max_force_ev_per_a": 4.13,
  "relative_energy_ev": 2.166,
  "e_tot_ev": -18133.353,
  "homo_ev": -13.178,
  "total_charge": 1
}

=====

No. 2
{
  "formula": "C6H7NO2",
  "method": "ωB97M-V/def2-TZVPD",
  "species": ["C", "C", "C", "C", "C", "O", "C", "O", "N", "H", "H", "H", "H", "H", "H", "H"],
  "positions_angstrom": [[-0.7215, 0.8484, -1.8421], [-1.5527, -0.8831, 1.6229], [1.4918, 0.4359, -0.0556], [-0.4422, 0.2961, -0.5059], [-0.8968, -0.3097, 0.4745], [2.0578, -0.3068, -1.0639], [1.4691, -0.5521, 1.2526], [1.7907, 1.5965, 0.1536], [1.5343, -1.1992, 2.2055], [2.8028, 0.2005, -1.4217], [-0.3245, 1.8639, -1.8882], [-0.2100, 0.2459, -2.5943], [-1.7886, 0.8572, -2.0584], [-1.4980, -0.2181, 2.4846], [-1.1076, -1.8438, 1.8838], [-2.6044, -1.0317, 1.3526]],
  "mulliken_charge": [-1.39, -1.46, 0.94, 0.42, 0.50, -0.48, 0.09, -0.55, -0.47, 0.36, 0.34, 0.29, 0.36, 0.34, 0.40, 0.33],
  "molar_mass_g_mol": 125.127,
  "max_force_ev_per_a": 4.19,
  "relative_energy_ev": 3.920,
  "e_tot_ev": -11916.512,
  "homo_ev": -9.913,
  "total_charge": 0
}

=====

No. 3
{
  "formula": "C4H6N2O2",
  "method": "ωB97M-V/def2-TZVPD",
  "species": ["C", "C", "C", "C", "H", "H", "H", "H", "H", "H", "N", "N", "O", "O"],
  "positions_angstrom": [[-1.8518, 0.6132, -0.0798], [-0.4328, 0.3046, 0.2736], [1.2615, -1.2341, 0.0245], [0.6240, 1.2960, -0.0519], [-2.1781, -1.3347, -0.0033], [-2.2964, 1.4726, 0.4124], [-1.8213, 0.8744, -1.1819], [-0.3083, 0.2180, 1.3690], [1.4556, -2.2837, 0.1900], [0.4902, 2.3383, -0.3023], [2.1634, -0.3684, 0.2397], [1.8667, 0.9059, -0.0843], [-2.6685, -0.4832, 0.1651], [0.0237, -0.8825, -0.4863]],
  "mulliken_charge": [-0.57, 0.44, -0.06, -0.30, 0.35, 0.34, 0.29, 0.23, 0.44, 0.44, -0.34, -0.36, -0.52, -0.37],
  "molar_mass_g_mol": 114.104,
  "max_force_ev_per_a": 2.69,
  "relative_energy_ev": 3.251,
  "e_tot_ev": -11317.791,
  "homo_ev": -9.825,
  "total_charge": 0
}

=====

No. 4
{
  "formula": "C47H74N4O9",
  "method": "ωB97M-V/def2-TZVPD",
  "species": ["N", "C", "C", "C", "C", "C", "H", "H", "H", "H", "H", "N", "C", "C", "C", "C", "C", "H", "H", "H", "H", "H", "N", "C", "C", "C", "C", "C", "H", "H", "H", "H", "H", "N", "C", "C", "C", "C", "C", "H", "H", "H", "H", "H", "C", "C", "O", "C", "H", "H", "H", "H", "H", "H", "C", "C", "O", "C", "H", "H", "H", "H", "H", "H", "C", "C", "O", "C", "H", "H", "H", "H", "H", "H", "C", "C", "O", "C", "H", "H", "H", "H", "H", "H", "C", "C", "O", "C", "H", "H", "H", "H", "H", "H", "C", "C", "O", "C", "H", "H", "H", "H", "H", "H", "C", "C", "O", "C", "H", "H", "H", "H", "H", "H", "C", "C", "O", "C", "H", "H", "H", "H", "H", "H", "C", "C", "O", "C", "H", "H", "H", "H", "H", "H"],
  "positions_angstrom": [[-0.3764, -1.3811, -1.2652], [-1.4629, -1.1657, -0.4342], [-1.3942, -0.4513, 0.6623], [-0.1756, 0.0337, 0.9939], [0.9832, -0.0508, 0.2011], [0.8184, -0.8180, -0.9386], [-2.4182, -1.5875, -0.7097], [-2.2404, -0.2215, 1.2928], [-0.0985, 0.4190, 1.9999], [2.0274, 0.1708, 0.3648], [1.6598, -1.0764, -1.5645], [2.2258, -3.3843, -4.2415], [3.3214, -3.9891, -4.7620], [3.8796, -5.0382, -4.1100], [3.2146, -5.6534, -3.0340], [1.9798, -5.2171, -2.6663], [1.4990, -4.0547, -3.2845], [3.8608, -3.4623, -5.5352], [4.9088, -5.3000, -4.3064], [3.5753, -6.5485, -2.5492], [1.4211, -5.6679, -1.8594], [0.6008, -3.5078, -3.0387], [-0.0290, -4.6189, 2.5542], [0.1118, -4.0009, 1.3544], [1.3247, -3.4421, 0.9119], [2.3709, -3.3219, 1.8740], [2.2524, -3.8087, 3.1498], [1.0535, -4.4895, 3.4073], [-0.7975, -4.0192, 0.7719], [1.4359, -3.0847, -0.1012], [3.2735, -2.8903, 1.4674], [3.0201, -3.7381, 3.9060], [1.0836, -4.8026, 4.4404], [1.1362, 3.8928, 2.5290], [-0.1243, 3.4026, 2.2672], [-0.9601, 3.0575, 3.3369], [-0.5198, 3.1600, 4.6409], [0.7881, 3.6124, 4.9149], [1.6230, 3.8858, 3.8106], [-0.4859, 3.3123, 1.2535], [-1.9525, 2.7287, 3.0658], [-1.2085, 3.0210, 5.4611], [1.2084, 3.8476, 5.8816], [2.6427, 4.2147, 3.9469], [1.7122, 1.5768, -3.6169], [2.7193, 2.5667, -4.1276], [3.4905, 3.1116, -3.3707], [2.6164, 2.9698, -5.6086], [1.5867, 1.7244, -2.5443], [2.1573, 0.6254, -3.9083], [0.7269, 1.4416, -4.0629], [3.1488, 2.2481, -6.2281], [2.8914, 3.9908, -5.8729], [1.6120, 2.7586, -5.9755], [-3.3030, 3.9929, -1.9842], [-2.2716, 3.5978, -1.0076], [-2.4177, 3.7752, 0.1914], [-1.0237, 3.0031, -1.5789], [-2.7860, 4.7645, -2.5549], [-4.1818, 4.4703, -1.5509], [-3.5652, 3.1757, -2.6562], [-0.2891, 3.7933, -1.4236], [-1.2191, 2.8603, -2.6417], [-0.8294, 2.1108, -0.9838], [-3.2680, -3.9199, 3.2292], [-3.8354, -4.4399, 1.8663], [-4.0250, -5.6169, 1.6861], [-4.4546, -3.4863, 0.9108], [-2.2475, -4.2889, 3.3324], [-3.8858, -4.2578, 4.0612], [-3.3084, -2.8307, 3.2323], [-5.2961, -3.8710, 0.3346], [-3.7171, -3.0727, 0.2229], [-4.8751, -2.6117, 1.4073], [2.7479, -0.2939, 3.7624], [4.1570, 0.1044, 3.4775], [5.1179, -0.6290, 3.7712], [4.3094, 1.5616, 3.1964], [2.7625, -0.6491, 4.7929], [2.3615, -0.8504, 2.9085], [2.1712, 0.6300, 3.8049], [4.7633, 2.1088, 4.0226], [3.3254, 2.0306, 3.1909], [4.7737, 1.7658, 2.2316], [5.5454, -2.0663, -1.1610], [4.8001, -0.7662, -1.1151], [4.2886, -0.2313, -0.1594], [4.6161, -0.1345, -2.4824], [6.1178, -2.2876, -0.2602], [6.1339, -2.1902, -2.0701], [4.9145, -2.9518, -1.2378], [4.5850, -1.0198, -3.1176], [5.2430, 0.6241, -2.9511], [3.5695, 0.1671, -2.5249], [-5.7572, 2.1295, -0.2279], [-5.5210, 1.1095, -1.3549], [-4.4515, 0.4776, -1.3966], [-6.5845, 0.9391, -2.4713], [-5.9451, 3.1892, -0.4004], [-4.9433, 1.9519, 0.4750], [-6.6712, 1.8591, 0.3008], [-6.3272, 0.1368, -3.1628], [-6.6904, 1.8743, -3.0211], [-7.5447, 0.6965, -2.0160], [2.4869, 6.1816, 0.0436], [3.1789, 4.9200, 0.4681], [4.1560, 5.0117, 1.2547], [2.6197, 3.6281, -0.1914], [1.4254, 6.1569, 0.2901], [2.4898, 6.2929, -1.0407], [2.9400, 7.0273, 0.5609], [3.3991, 2.8661, -0.1839], [2.4417, 3.5718, -1.2653], [1.7283, 3.1229, 0.1805], [-2.9156, -0.9557, -5.9538], [-3.8108, -1.3924, -4.8101], [-5.0060, -1.5177, -5.0635], [-3.1492, -1.7871, -3.4577], [-2.5882, -1.7334, -6.6438], [-2.0319, -0.5676, -5.4473], [-3.3282, -0.1209, -6.5203], [-3.8743, -1.8548, -2.6467], [-2.3572, -1.1170, -3.1233], [-2.7758, -2.7796, -3.7102], [-2.5892, -0.1894, 4.4233], [-3.1568, 0.2381, 5.8348], [-4.0342, 1.1259, 5.8698], [-2.7601, -0.5470, 7.0694], [-3.0505, -0.9827, 3.8351], [-1.6047, -0.6251, 4.5938], [-2.4471, 0.7227, 3.8437], [-2.4474, -1.5764, 6.8943], [-3.7086, -0.5335, 7.6063], [-2.0167, 0.0006, 7.6487]],
  "mulliken_charge": [0.45, -0.27, -0.44, -0.64, 0.56, -1.64, -0.08, 0.43, 0.49, 0.35, 0.84, -0.51, -0.27, -0.40, -0.26, -0.62, -0.34, 0.42, 0.38, 0.40, 0.49, 0.70, -0.41, -0.27, 0.11, -0.28, -0.26, -0.28, 0.72, 0.35, 0.45, 0.48, 0.37, 0.11, -0.70, -0.93, -0.53, -0.94, -0.45, 0.80, 0.99, 0.58, 0.46, 0.57, -0.75, 0.90, -0.51, -1.42, -0.19, 0.46, 0.63, 0.34, 0.36, 0.38, -1.57, 0.87, -0.57, -0.35, 0.53, 0.25, 0.24, 0.29, 0.54, -0.23, -0.23, 0.71, -0.55, -0.61, 0.05, 0.43, -0.24, 0.42, -0.19, 0.32, 0.31, 0.62, -0.64, -0.30, 0.48, -0.60, -0.09, 0.45, -0.42, 0.24, -1.46, 0.60, -0.32, -0.37, 0.38, 0.47, 0.23, 0.36, 0.46, -0.53, -1.08, 0.76, -0.38, -1.08, 0.30, 0.14, 0.42, 0.21, 0.32, 0.38, -1.22, 0.71, -0.63, -0.15, 0.25, 0.34, 0.37, 0.14, 0.12, 0.02, -0.90, 0.55, -0.58, -0.48, 0.30, 0.12, 0.33, 0.08, 0.15, 0.43, 0.17, 0.56, -0.58, -1.06, -0.15, 0.37, -0.37, 0.32, 0.37, 0.27],
  "molar_mass_g_mol": 839.128,
  "max_force_ev_per_a": 4.83,
  "e_tot_ev": -74312.401,
  "s2": 0.768,
  "spin_multiplicity": 2,
  "homo_ev": [-10.959, -10.958],
  "total_charge": 1
}